Formula: C5H16NO2
Source: the Open Molecules 2025 dataset
Level of theory: ωB97M-V/def2-TZVPD

```
24
Properties=species:S:1:pos:R:3:forces:R:3:mulliken_charge:R:1
C -0.640 -0.074 0.788 0.054 0.178 0.005 -0.7749
C -0.477 1.358 0.311 0.067 -0.015 -0.183 -0.5066
C 0.889 1.666 -0.327 -0.102 -0.077 0.024 -0.8020
C 2.880 2.062 1.126 0.013 -0.009 0.014 -0.8779
C 2.059 1.229 0.509 -0.061 -0.120 -0.080 0.1830
N -0.444 -1.033 -0.343 0.121 -0.162 -0.251 -0.1243
H 0.083 -0.328 1.558 0.010 -0.043 0.042 0.4811
H -1.638 -0.244 1.178 -0.083 -0.060 0.055 0.3665
H -0.615 2.013 1.168 -0.058 -0.002 0.146 0.3568
H -1.279 1.587 -0.397 0.027 0.053 0.023 0.3109
H 0.938 1.224 -1.330 0.078 -0.039 0.032 0.3386
H 0.956 2.739 -0.485 -0.041 0.113 -0.052 0.3761
H 2.753 3.136 1.049 0.016 0.001 0.007 0.2598
H 3.708 1.701 1.718 0.025 0.019 0.028 0.2715
H 2.235 0.157 0.608 0.030 0.061 0.006 0.2149
H -1.127 -0.857 -1.102 -0.035 0.002 0.035 0.2364
H -0.543 -2.020 -0.032 0.032 0.111 0.071 0.3653
H 0.488 -0.918 -0.748 -0.101 -0.035 0.086 0.4188
H -2.238 -0.051 -3.182 0.016 0.001 0.011 0.2917
H -3.256 -0.922 -2.438 0.017 -0.002 0.025 0.2888
O -2.373 -0.543 -2.364 -0.020 0.016 -0.031 -0.6271
H -1.577 -4.068 0.890 0.196 -0.009 0.024 0.2941
H -0.042 -4.218 1.049 -0.188 0.057 -0.031 0.2993
O -0.739 -3.598 0.795 -0.013 -0.038 -0.009 -0.6407
```
Positions in Å, forces in eV/Å.

Its total energy is -11023.6551 eV. Its energy above the lowest of the compared OMol25 structures with the same formula, charge and spin is 21.74 kJ/mol. As for the HOMO energy: -12.931 eV. Its molecular weight is 122.19 g/mol. As for the net charge: +1. For the LUMO energy, the calculation gives -2.893 eV.